Entry from the OMol25 dataset: a 3-piece molecular cluster, C34H46BF6IO9 overall (ωB97M-V with the def2-TZVPD basis set).

```
! wB97M-V def2-TZVPD RIJCOSX def2/J DEFGRID3
* xyz 0 1
C -1.24 6.06 3.63
C -2.41 6.18 2.61
B -3.03 4.77 2.30
O -3.80 4.16 3.24
C -2.79 4.03 0.92
C -2.16 4.63 -0.09
C -1.93 3.97 -1.40
O -1.10 4.40 -2.18
C -2.76 2.78 -1.69
I -2.79 2.18 -3.69
C -3.41 2.12 -0.72
C -4.24 0.89 -0.90
C -3.40 -0.39 -1.03
O -4.08 -1.42 -0.35
C -3.34 -2.62 -0.22
C -4.08 -3.74 -0.93
O -3.57 -5.02 -0.59
C -2.40 -5.35 -1.25
C -1.17 -5.15 -0.64
C -0.01 -5.50 -1.30
C -0.03 -6.05 -2.58
C 1.26 -6.44 -3.32
C 2.41 -5.54 -2.85
C 1.07 -6.18 -4.83
C 1.49 -7.94 -3.00
C 2.87 -8.60 -3.19
C 3.83 -8.26 -2.01
C 2.61 -10.12 -3.16
C 3.54 -8.29 -4.53
C -1.28 -6.26 -3.16
C -2.45 -5.93 -2.50
C -3.26 2.62 0.69
O -3.50 1.87 1.61
H -0.38 6.66 3.33
H -0.89 5.03 3.72
H -1.53 6.40 4.62
H -3.19 6.81 3.06
H -2.08 6.72 1.73
H -3.78 4.64 4.07
H -1.77 5.64 -0.01
H -4.86 1.01 -1.79
H -4.88 0.77 -0.03
H -3.29 -0.65 -2.09
H -2.39 -0.24 -0.62
H -3.21 -2.88 0.83
H -2.34 -2.51 -0.65
H -4.04 -3.60 -2.02
H -5.13 -3.71 -0.64
H -1.14 -4.73 0.36
H 0.93 -5.33 -0.79
H 3.27 -5.61 -3.52
H 2.72 -5.76 -1.83
H 2.07 -4.50 -2.87
H 2.03 -6.13 -5.34
H 0.57 -5.22 -4.96
H 0.45 -6.95 -5.28
H 1.19 -8.10 -1.96
H 0.77 -8.51 -3.60
H 3.26 -8.04 -1.11
H 4.44 -7.40 -2.25
H 4.49 -9.10 -1.82
H 3.57 -10.65 -3.20
H 2.04 -10.43 -4.03
H 2.10 -10.41 -2.24
H 2.82 -8.24 -5.34
H 4.22 -9.11 -4.79
H 4.15 -7.38 -4.51
H -1.36 -6.71 -4.14
H -3.41 -6.10 -2.97
C 2.13 4.00 -2.15
C 2.53 3.99 -0.69
O 3.55 3.00 -0.42
C 4.79 3.35 -0.72
O 5.17 4.39 -1.17
C 5.75 2.19 -0.36
F 5.28 1.02 -0.80
F 5.88 2.12 0.97
F 6.94 2.39 -0.90
H 1.80 3.01 -2.46
H 1.30 4.70 -2.29
H 2.96 4.31 -2.78
H 1.70 3.70 -0.06
H 2.89 4.97 -0.36
C -0.48 8.92 9.35
C -1.20 9.87 8.42
O -0.32 10.39 7.41
C -0.09 9.59 6.37
O -0.54 8.50 6.18
C 0.85 10.30 5.37
F 1.89 10.86 5.99
F 0.17 11.26 4.73
F 1.30 9.43 4.48
H 0.39 9.41 9.79
H -1.15 8.61 10.16
H -0.14 8.04 8.82
H -1.55 10.75 8.95
H -2.06 9.40 7.95
*
```

Values from the calculation:
HOMO-LUMO gap (eV): 7.217
Structure (SMILES): CCB(O)C1=CC(=O)C(I)=C(CCOCCOc2ccc(C(C)(C)CC(C)(C)C)cc2)C1=O.CCOC(=O)C(F)(F)F.CCOC(=O)C(F)(F)F
Lowest unoccupied orbital energy (eV): -1.56
E_tot (a.u.): -2922.10705

Mulliken atomic charge list, values in e, 2 entries: atom 1 (C): -0.897, atom 2 (C): -0.627